[1]
The molecule C3H5NOS in a non-equilibrium geometry, computed with wB97M-V/def2-TZVPD.

CARTESIAN COORDINATES (ANGSTROEM)
N 0.15136 1.25941 0.30759
C 0.51984 0.01162 0.00452
S 2.19703 -0.18370 -0.12118
C -0.57222 -0.96655 0.11882
C -2.02305 -0.56641 0.06267
O -2.48509 0.56408 -0.32773
H -0.81600 1.31992 0.17759
H 0.79111 2.09162 0.06352
H -0.62122 -1.99572 -0.55427
H -0.45319 -1.35458 1.19653
H -2.77950 -1.32255 0.40817

Values from the calculation:
- largest force on an atom (eV Å⁻¹) = 5.0
- gap between HOMO and LUMO (eV) = 8.42
- electronic energy (Ha) = -645.44347
- E_LUMO (eV) = -0.03
- SMILES = NC(=S)CC=O
- energy relative to the best compared isomer or geometry (same formula, charge and spin) (kcal/mol) = 42.8
- HOMO (eV) = -8.44


[2]
A cluster of 2 separate species, C3H5NOS in total in a non-equilibrium geometry, computed with wB97M-V/def2-TZVPD.

CARTESIAN COORDINATES (ANGSTROEM)
C 0.83579 -1.47663 -0.77653
C 0.78925 -1.13084 -2.10016
C 0.21702 0.53761 -0.84785
N 0.52489 -0.36994 -0.01923
O 0.29721 0.17337 -2.14082
S -1.51933 2.11033 2.09922
H 1.09849 -2.42714 -0.46499
H -0.59246 1.55844 1.28307
H 1.08419 -1.68380 -2.99961
H -0.02048 1.52214 -0.47781
H -0.61611 1.82414 3.11611

Values from the calculation:
- largest force on an atom (eV Å⁻¹) = 6.0
- gap between HOMO and LUMO (alpha / beta) (eV) = 6.27 / 7.15
- electronic energy (Ha) = -645.29051
- E_LUMO (alpha / beta) (eV) = 0.93 / -2.49
- energy relative to the best compared isomer or geometry (same formula, charge and spin) (kcal/mol) = 32.9
- 2S+1 = 3
- HOMO (alpha / beta) (eV) = -5.34 / -9.64


[3]
The molecule C3H5NS in a non-equilibrium geometry, computed with wB97M-V/def2-TZVPD.

CARTESIAN COORDINATES (ANGSTROEM)
C 0.13907 1.87456 -1.47988
C -0.53660 1.00815 -0.67982
C 0.09326 -0.17361 0.09660
N 1.38402 0.09674 0.38461
S -0.64758 -1.45182 0.79147
H -0.43669 2.68870 -1.96001
H 1.23583 1.94602 -1.69909
H -1.59734 0.94964 -0.70805
H 1.80912 -0.37315 1.14046
H 1.48782 1.08607 0.24944

Values from the calculation:
- largest force on an atom (eV Å⁻¹) = 2.5
- gap between HOMO and LUMO (eV) = 8.39
- electronic energy (Ha) = -570.21413
- E_LUMO (eV) = -0.15
- SMILES = C=CC(N)=S
- energy relative to the best compared isomer or geometry (same formula, charge and spin) (kcal/mol) = 12.8
- HOMO (eV) = -8.54


[4]
The molecule C3H5NS in a non-equilibrium geometry, computed with wB97M-V/def2-TZVPD.

CARTESIAN COORDINATES (ANGSTROEM)
C -0.15211 1.35833 -0.11330
C 0.92357 0.66908 -0.07514
C 1.63429 -0.41494 -0.01499
N -1.15903 -1.25948 0.03864
S -1.68692 0.20692 -0.11136
H -0.33039 2.41121 -0.14290
H 1.94131 -0.84442 0.92727
H 2.03977 -0.88516 -0.89669
H -1.32644 -1.75561 -0.82788
H -1.88404 0.51407 1.21634

Values from the calculation:
- largest force on an atom (eV Å⁻¹) = 1.0
- gap between HOMO and LUMO (eV) = 9.58
- electronic energy (Ha) = -570.10199
- E_LUMO (eV) = 0.72
- energy relative to the best compared isomer or geometry (same formula, charge and spin) (kcal/mol) = 83.2
- HOMO (eV) = -8.86


[5]
The molecule C3H5NS in a non-equilibrium geometry, computed with wB97M-V/def2-TZVPD.

CARTESIAN COORDINATES (ANGSTROEM)
S -1.82828 -0.00644 -0.06789
C -0.16539 -0.05301 0.15435
C 0.84433 1.04006 0.14755
N 1.85155 0.01797 -0.47306
C 0.99422 -1.08564 0.20613
H 0.62675 2.06901 -0.29931
H 1.08411 1.63248 0.99478
H 2.58225 0.25311 -0.00078
H 1.43608 -1.33070 1.19395
H 0.52352 -2.05501 -0.53909

Values from the calculation:
- largest force on an atom (eV Å⁻¹) = 7.5
- gap between HOMO and LUMO (eV) = 8.43
- electronic energy (Ha) = -570.10400
- E_LUMO (eV) = -0.39
- SMILES = S=C1CNC1
- energy relative to the best compared isomer or geometry (same formula, charge and spin) (kcal/mol) = 81.9
- HOMO (eV) = -8.83


[6]
The molecule C3H5NS in a non-equilibrium geometry, computed with wB97M-V/def2-TZVPD.

CARTESIAN COORDINATES (ANGSTROEM)
S 1.73009 0.75952 -2.07037
C 1.17383 0.35683 -0.69190
C -0.25796 0.16300 -0.42925
C -0.91129 -0.01418 0.89230
N -0.68424 -1.16586 0.05546
H 1.91624 0.26232 0.12281
H -0.82262 0.70641 -1.24905
H -0.32706 0.12998 1.82607
H -1.91103 0.40960 1.03657
H 0.09402 -1.60763 0.50736

Values from the calculation:
- largest force on an atom (eV Å⁻¹) = 3.7
- gap between HOMO and LUMO (eV) = 8.72
- electronic energy (Ha) = -570.16854
- E_LUMO (eV) = -0.13
- SMILES = S=C[C@@H]1CN1
- energy relative to the best compared isomer or geometry (same formula, charge and spin) (kcal/mol) = 41.4
- HOMO (eV) = -8.84


[7]
The molecule C3H5NS in a non-equilibrium geometry, computed with wB97M-V/def2-TZVPD.

CARTESIAN COORDINATES (ANGSTROEM)
S -3.05766 0.08431 0.11098
C -1.42795 -0.01418 0.01915
C -0.09847 -0.21299 0.61592
C 1.09497 -0.42402 -0.08390
N 0.81910 0.92663 0.26162
H -0.82905 0.06572 -1.13320
H -0.24279 -0.35178 1.74924
H 2.21615 -0.77365 0.23016
H 1.17923 -0.66379 -1.22070
H 0.34646 1.36376 -0.54927

Values from the calculation:
- largest force on an atom (eV Å⁻¹) = 7.8
- gap between HOMO and LUMO (eV) = 8.29
- electronic energy (Ha) = -570.09989
- E_LUMO (eV) = -0.58
- SMILES = S=C[C@H]1CN1
- energy relative to the best compared isomer or geometry (same formula, charge and spin) (kcal/mol) = 84.5
- HOMO (eV) = -8.88


[8]
The molecule C3H5NS in a non-equilibrium geometry, computed with wB97M-V/def2-TZVPD.

CARTESIAN COORDINATES (ANGSTROEM)
C 0.26151 1.32124 0.22896
C -0.81443 0.65836 0.08153
C -1.64658 -0.32012 0.05312
N 1.66029 -1.24592 0.06690
S 1.93240 0.32959 0.01205
H 0.59716 2.35154 0.09004
H -2.12011 -0.84546 -0.76349
H -2.13143 -0.65364 0.97494
H 1.71894 -1.73895 1.04718
H 1.88454 0.54515 -1.28139

Values from the calculation:
- largest force on an atom (eV Å⁻¹) = 3.1
- gap between HOMO and LUMO (alpha / beta) (eV) = 8.88 / 8.88
- electronic energy (Ha) = -570.08056
- E_LUMO (alpha / beta) (eV) = 0.62 / 0.62
- energy relative to the best compared isomer or geometry (same formula, charge and spin) (kcal/mol) = 96.6
- HOMO (alpha / beta) (eV) = -8.26 / -8.26


[9]
The molecule C3H5NS2 in a non-equilibrium geometry, computed with wB97M-V/def2-TZVPD.

CARTESIAN COORDINATES (ANGSTROEM)
C -2.72882 0.25697 -0.45843
C -1.09464 -1.40648 -0.13567
C 2.05123 1.00430 0.24395
N -1.93074 -0.55707 -0.42020
S 0.14438 -1.57885 1.13395
S 1.26376 0.02673 1.64286
H -3.11831 1.02834 -1.04356
H -1.13626 -2.17717 -0.98906
H 1.52159 1.94710 0.00864
H 1.94441 0.28121 -0.59948
H 3.08340 1.17492 0.61699

Values from the calculation:
- largest force on an atom (eV Å⁻¹) = 5.9
- gap between HOMO and LUMO (eV) = 8.02
- electronic energy (Ha) = -968.28846
- E_LUMO (eV) = 0.62
- energy relative to the best compared isomer or geometry (same formula, charge and spin) (kcal/mol) = 98.3
- HOMO (eV) = -7.39


[10]
The molecule C3H5NS2 in a non-equilibrium geometry, computed with wB97M-V/def2-TZVPD.

CARTESIAN COORDINATES (ANGSTROEM)
C -1.37378 0.23587 0.48786
C -0.25393 0.41968 -0.49288
N 0.71019 -0.72515 -0.64827
C 1.84251 -0.09425 -0.10524
S 3.25743 -0.77881 0.30949
S 1.17402 1.55102 0.01126
H -0.94904 0.32577 1.46812
H -1.77396 -0.71563 0.37663
H -2.25003 0.92672 0.55766
H -0.62691 0.55598 -1.45708
H 0.24349 -1.70122 -0.50756

Values from the calculation:
- largest force on an atom (eV Å⁻¹) = 3.1
- gap between HOMO and LUMO (eV) = 9.04
- electronic energy (Ha) = -968.39841
- E_LUMO (eV) = 0.40
- SMILES = C[C@@H]1NC(=S)S1
- energy relative to the best compared isomer or geometry (same formula, charge and spin) (kcal/mol) = 29.3
- HOMO (eV) = -8.64


[11]
A cluster of 2 separate species, C3H5NS2 in total in a non-equilibrium geometry, computed with wB97M-V/def2-TZVPD.

CARTESIAN COORDINATES (ANGSTROEM)
C 2.33835 0.14579 0.02090
C -0.43307 1.21131 -0.00010
C -0.86156 -0.21498 0.14645
N 0.83223 1.49292 -0.10968
S 3.76310 0.76108 0.02589
S -1.56191 2.43800 -0.04869
H 1.82095 -0.78020 0.02388
H -0.69491 -0.74198 -0.79302
H -1.91720 -0.26125 0.38979
H -0.29041 -0.70768 0.93250
H 1.14563 2.44768 -0.21560

Values from the calculation:
- largest force on an atom (eV Å⁻¹) = 4.7
- gap between HOMO and LUMO (eV) = 6.31
- electronic energy (Ha) = -968.33693
- E_LUMO (eV) = -1.50
- energy relative to the best compared isomer or geometry (same formula, charge and spin) (kcal/mol) = 67.9
- HOMO (eV) = -7.81


[12]
The molecule C3H5NS2 in a non-equilibrium geometry, computed with wB97M-V/def2-TZVPD.

CARTESIAN COORDINATES (ANGSTROEM)
S -0.13834 -0.93992 2.09515
C -0.53546 -0.06259 0.53568
C -0.09654 -0.64339 -0.74899
C 0.73314 0.15062 -1.42784
S 1.36750 1.52851 -0.56390
N 0.14380 1.25676 0.72313
H 0.06108 -2.15460 1.50628
H -1.57120 0.31240 0.56283
H -0.66040 -1.50687 -0.97714
H 1.07136 -0.06141 -2.40791
H -0.37493 2.12049 0.70271

Values from the calculation:
- largest force on an atom (eV Å⁻¹) = 3.5
- gap between HOMO and LUMO (eV) = 8.73
- electronic energy (Ha) = -968.37409
- E_LUMO (eV) = 0.67
- SMILES = S[C@@H]1C=CSN1
- energy relative to the best compared isomer or geometry (same formula, charge and spin) (kcal/mol) = 44.5
- HOMO (eV) = -8.05


[13]
The molecule C3H5NS3 in a non-equilibrium geometry, computed with wB97M-V/def2-TZVPD.

CARTESIAN COORDINATES (ANGSTROEM)
S -2.76363 0.13363 -0.13647
C -1.14179 -0.68038 0.28002
C -0.05575 -0.22942 -0.72428
S 1.48592 -1.15560 -0.46161
C 2.24651 0.22498 0.33194
N 1.78890 1.39503 0.31037
S 0.37735 1.50529 -0.60658
H -2.46477 1.37665 0.32910
H -0.87365 -0.39631 1.30511
H -1.33662 -1.73895 0.15925
H -0.37063 -0.43592 -1.72356
H 3.10817 0.00099 0.93672

Values from the calculation:
- largest force on an atom (eV Å⁻¹) = 1.5
- gap between HOMO and LUMO (eV) = 9.30
- electronic energy (Ha) = -1366.60733
- E_LUMO (eV) = 0.63
- SMILES = SC[C@@H]1SC=NS1
- energy relative to the best compared isomer or geometry (same formula, charge and spin) (kcal/mol) = 4.1
- HOMO (eV) = -8.67


[14]
The molecule C3H5NS3 in a non-equilibrium geometry, computed with wB97M-V/def2-TZVPD.

CARTESIAN COORDINATES (ANGSTROEM)
C -1.73503 -1.35608 0.60592
C -0.62093 0.95189 -0.47614
C 0.86091 0.93134 -0.85628
H -0.91377 -1.36421 1.38520
H -2.51386 -0.75454 1.04451
H -2.21074 -2.25362 0.52625
H 1.01974 0.81081 -2.07312
H 3.83184 0.08728 0.93290
N 1.67997 0.81452 0.20405
S -1.22502 -0.57479 -0.97877
S -1.41861 2.41485 -0.05424
S 3.24550 0.29254 -0.26028

Values from the calculation:
- largest force on an atom (eV Å⁻¹) = 4.3
- gap between HOMO and LUMO (eV) = 7.37
- electronic energy (Ha) = -1366.50942
- E_LUMO (eV) = -1.29
- energy relative to the best compared isomer or geometry (same formula, charge and spin) (kcal/mol) = 65.6
- HOMO (eV) = -8.67


[15]
The molecule C3H5NS3 in a non-equilibrium geometry, computed with wB97M-V/def2-TZVPD.

CARTESIAN COORDINATES (ANGSTROEM)
C 0.78222 -2.53644 0.00751
C -0.23468 0.07698 0.10595
C -0.40848 1.21132 -0.80955
H 1.36946 -3.34641 -0.37541
H 1.37059 -2.12917 0.83542
H -0.10571 -2.99031 0.64931
H -0.28110 0.86370 -1.80567
H -0.85539 4.44354 0.35385
N -0.56581 2.48955 -0.56939
S 0.33736 -1.21278 -0.98541
S -0.43416 0.02559 1.76004
S -0.97431 3.10443 0.83334

Values from the calculation:
- largest force on an atom (eV Å⁻¹) = 4.9
- gap between HOMO and LUMO (eV) = 7.55
- electronic energy (Ha) = -1366.55319
- E_LUMO (eV) = -1.07
- energy relative to the best compared isomer or geometry (same formula, charge and spin) (kcal/mol) = 38.1
- HOMO (eV) = -8.62


[16]
A structure of composition C3H5NS3 in a non-equilibrium geometry, computed with wB97M-V/def2-TZVPD.

CARTESIAN COORDINATES (ANGSTROEM)
C -0.27113 0.70939 -1.01354
C -0.30331 1.04536 0.48866
C 0.29319 -1.15352 0.98890
H -1.25883 0.75357 0.78032
H -0.45771 2.19897 0.63832
H 0.33522 -2.10111 1.94096
H -0.85881 -1.24440 0.63269
H 0.99683 -0.39254 -2.32949
N 0.54396 -0.30506 -1.43482
S -0.95887 1.74534 -2.08174
S 0.66040 0.38607 1.78764
S 1.27908 -1.64207 -0.39789

Values from the calculation:
- largest force on an atom (eV Å⁻¹) = 6.6
- gap between HOMO and LUMO (eV) = 8.66
- electronic energy (Ha) = -1366.52653
- E_LUMO (eV) = 0.14
- energy relative to the best compared isomer or geometry (same formula, charge and spin) (kcal/mol) = 54.8
- HOMO (eV) = -8.51


[17]
The molecule C3H5NSSi in a non-equilibrium geometry, computed with wB97M-V/def2-TZVPD.

CARTESIAN COORDINATES (ANGSTROEM)
C -1.61319 -1.06571 -0.42735
C -2.13857 0.06090 0.25124
C 0.36086 -0.04173 -0.03503
N -0.26843 -0.96915 -0.61495
Si 2.14353 0.51744 0.05832
S -0.95285 1.10920 0.79898
H -2.19837 -1.78937 -0.98125
H -3.21999 0.20779 0.47782
H 2.36584 1.84597 -0.33594
H 3.05730 -0.17419 -0.71306
H 2.46387 0.29884 1.52121

Values from the calculation:
- largest force on an atom (eV Å⁻¹) = 5.1
- gap between HOMO and LUMO (alpha / beta) (eV) = 6.43 / 7.18
- electronic energy (Ha) = -859.57464
- E_LUMO (alpha / beta) (eV) = 0.84 / -2.54
- energy relative to the best compared isomer or geometry (same formula, charge and spin) (kcal/mol) = 0.0
- 2S+1 = 3
- HOMO (alpha / beta) (eV) = -5.59 / -9.73


[18]
A structure of composition C3H5NiO3 in a non-equilibrium geometry, computed with wB97M-V/def2-TZVPD.

CARTESIAN COORDINATES (ANGSTROEM)
H 1.59622 2.57669 -0.68457
O -0.23607 -0.43040 1.09709
C -0.94251 -1.20339 0.27578
C 0.53660 0.59534 0.29496
O -1.67652 -2.03398 0.81185
O -0.81752 -0.90943 -0.96111
C 0.15021 0.18944 -1.13659
Ni -0.97169 -1.54385 2.57658
H 1.58754 0.42104 0.53137
H 0.15329 1.57099 0.59727
H 0.98537 -0.21001 -1.71407
H -0.36493 0.97756 -1.68856

Values from the calculation:
- largest force on an atom (eV Å⁻¹) = 2.2
- gap between HOMO and LUMO (alpha / beta) (eV) = 9.61 / 8.62
- electronic energy (Ha) = -1850.92822
- E_LUMO (alpha / beta) (eV) = -4.84 / -4.90
- energy relative to the best compared isomer or geometry (same formula, charge and spin) (kcal/mol) = 33.8
- 2S+1 = 3
- charge = +1
- HOMO (alpha / beta) (eV) = -14.45 / -13.52


[19]
The molecule C3H5O2P in a non-equilibrium geometry, computed with wB97M-V/def2-TZVPD.

CARTESIAN COORDINATES (ANGSTROEM)
C 0.38829 -0.01868 -2.07289
C -0.89076 0.67604 -0.89316
C -0.28912 -0.63457 -0.17470
O 0.87008 0.43430 -3.02073
O 0.62474 -1.00132 -1.26635
P 0.92546 -0.06950 1.28897
H -0.83678 1.70902 -0.41362
H -1.88743 0.53287 -1.14592
H -1.06754 -1.47562 -0.02338
H 0.81297 1.32123 0.86637
H 1.98602 -0.31085 0.39232

Values from the calculation:
- largest force on an atom (eV Å⁻¹) = 5.8
- gap between HOMO and LUMO (alpha / beta) (eV) = 5.89 / 6.59
- electronic energy (Ha) = -608.85515
- E_LUMO (alpha / beta) (eV) = 0.92 / -3.45
- energy relative to the best compared isomer or geometry (same formula, charge and spin) (kcal/mol) = 77.8
- 2S+1 = 3
- HOMO (alpha / beta) (eV) = -4.98 / -10.04


[20]
The molecule C3H5O2PS2 in a non-equilibrium geometry, computed with wB97M-V/def2-TZVPD.

CARTESIAN COORDINATES (ANGSTROEM)
C 2.39010 1.13493 0.25949
C 1.69903 0.05943 0.47170
C 1.14274 -1.09451 0.66609
S -0.57808 -1.49880 0.90366
P -1.58415 0.07930 -0.12929
O -0.82640 0.16977 -1.52544
O -2.93372 -0.69133 -0.53948
S -1.96822 1.77331 0.73056
H 2.58775 1.49885 -0.73692
H 2.77902 1.71707 1.07833
H 1.72326 -2.00268 0.74015
H -0.78152 -0.67871 -1.97769
H -3.64981 -0.46662 0.05883

Values from the calculation:
- largest force on an atom (eV Å⁻¹) = 1.1
- gap between HOMO and LUMO (eV) = 9.24
- electronic energy (Ha) = -1405.54769
- E_LUMO (eV) = 0.37
- SMILES = C=C=CSP(O)(O)=S
- energy relative to the best compared isomer or geometry (same formula, charge and spin) (kcal/mol) = 1.3
- HOMO (eV) = -8.87